Computed, not measured: a molecular structure, C13H13MoOPSe2Te2, with ωB97M-V/def2-TZVPD.

Geometry (Å):
Mo1 -1.64 1.73 0.30
Se1 -2.55 4.03 0.75
Te1 -4.21 4.08 2.57
Te2 -4.12 1.69 3.59
Se2 -2.35 0.51 2.26
C1 1.74 0.89 1.53
P1 0.42 0.32 0.42
C2 0.94 0.72 -1.25
C3 1.27 2.08 -1.43
C4 1.58 2.58 -2.69
C5 1.56 1.73 -3.78
C6 1.22 0.39 -3.62
C7 0.90 -0.11 -2.37
C8 0.02 -1.40 0.81
C9 0.17 -1.80 2.14
C10 -0.24 -3.05 2.55
C11 -0.80 -3.93 1.64
C12 -0.97 -3.54 0.32
C13 -0.56 -2.28 -0.10
H1 2.63 0.29 1.34
H2 1.45 0.78 2.57
H3 1.97 1.94 1.34
H4 1.32 2.76 -0.59
H5 1.84 3.62 -2.80
H6 1.81 2.10 -4.77
H7 1.20 -0.27 -4.47
H8 0.65 -1.16 -2.29
H9 0.61 -1.14 2.88
H10 -0.10 -3.35 3.58
H11 -1.12 -4.92 1.95
H12 -1.42 -4.21 -0.40
H13 -0.75 -2.01 -1.13
O1 -2.47 0.96 -0.88

The value obtained for the gap between HOMO and LUMO (spin up / spin down) is 5.085 / 5.082 eV. The value obtained for the HOMO energy (spin up / spin down) is -0.54790 / -0.54805 hartree. As for the total charge: +2. As for the energy above the lowest of the compared OMol25 structures with the same formula, charge and spin: 0.0 kcal per mole.


Computed, not measured: a molecular structure, C13H14BN8SV in a non-equilibrium geometry, with ωB97M-V/def2-TZVPD.

Geometry (Å):
V1 0.00 -2.94 -0.60
C1 3.12 -0.18 -0.64
C2 2.56 -1.35 -1.11
N1 1.42 -1.62 -0.45
N2 1.25 -0.63 0.46
C3 2.26 0.25 0.35
B1 0.00 -0.67 1.39
N3 0.00 -2.08 2.09
C4 0.00 -2.40 3.38
C5 0.00 -3.79 3.51
C6 0.00 -4.26 2.21
N4 0.00 -3.22 1.34
N5 -1.26 -0.63 0.46
C7 -2.26 0.24 0.36
C8 -3.13 -0.18 -0.64
C9 -2.56 -1.35 -1.11
N6 -1.42 -1.62 -0.45
H1 4.02 0.31 -0.98
H2 2.92 -2.01 -1.89
H3 2.30 1.12 1.00
H4 0.00 0.22 2.20
H5 0.00 -1.63 4.14
H6 0.00 -4.37 4.42
H7 0.00 -5.27 1.85
H8 -2.30 1.11 1.00
H9 -4.02 0.31 -0.98
H10 -2.92 -2.01 -1.89
S1 0.00 0.51 -2.58
C10 0.00 2.07 -1.97
N7 0.01 3.12 -2.87
C11 0.01 4.42 -2.53
C12 0.00 4.76 -1.22
C13 -0.01 3.69 -0.31
N8 -0.01 2.41 -0.64
H11 0.02 2.85 -3.84
H12 0.02 5.14 -3.33
H13 0.00 5.79 -0.90
H14 -0.01 3.90 0.76

The value obtained for the gap between HOMO and LUMO (spin up / spin down) is 7.617 / 7.219 eV. The value obtained for the HOMO energy (spin up / spin down) is -0.39605 / -0.38078 hartree. As for the total charge: +1. The spin multiplicity is 2.


Computed, not measured: a molecular structure, C13H14BNO2Sn in a non-equilibrium geometry, with ωB97M-V/def2-TZVPD.

Geometry (Å):
C1 -0.99 0.95 -3.49
C2 0.37 0.98 -3.94
C3 1.04 2.02 -3.18
C4 0.11 2.54 -2.22
C5 -1.13 1.91 -2.42
Sn1 1.48 -0.03 -1.69
N1 -0.62 -0.93 -0.70
C6 -0.46 -2.26 -1.33
C7 0.67 -2.31 -2.32
H1 1.96 2.50 -3.49
H2 0.75 0.46 -4.82
H3 0.30 3.37 -1.57
H4 -2.09 2.18 -1.98
H5 -1.79 0.39 -3.96
H6 0.43 -2.36 -3.40
H7 -1.37 -2.47 -1.89
H8 -1.41 -0.41 -1.11
H9 1.58 -2.89 -2.06
H10 -0.42 -3.11 -0.60
O1 0.28 -1.46 1.54
B1 -0.34 -0.55 0.67
O2 -0.71 0.64 1.35
C8 -0.48 0.36 2.69
C9 -0.46 1.29 3.73
C10 0.13 0.87 4.92
C11 0.70 -0.39 5.07
C12 0.73 -1.30 4.00
C13 0.12 -0.91 2.81
H11 -0.90 2.26 3.56
H12 0.16 1.58 5.72
H13 1.11 -0.69 6.03
H14 1.26 -2.24 4.08

The value obtained for the gap between HOMO and LUMO is 6.880 eV. The value obtained for the HOMO energy is -0.25374 hartree.


Computed, not measured: 2 unconnected molecules or ions with the total composition C13H14ClN3O4S in a non-equilibrium geometry, with ωB97M-V/def2-TZVPD.

Geometry (Å):
H1 -5.20 3.47 2.54
N1 -4.48 3.79 3.23
C1 -3.84 2.72 3.68
C2 -2.60 2.82 4.73
C3 -4.17 1.20 3.19
C4 -3.05 0.86 2.08
C5 -1.80 0.01 2.46
N2 -0.72 -0.35 1.60
C6 -0.95 0.23 0.30
C7 0.17 -0.01 -0.80
Cl1 1.72 -0.96 -0.44
C8 0.05 0.54 -2.26
C9 -1.20 1.39 -2.68
C10 -2.28 1.65 -1.60
C11 -2.18 1.07 -0.13
N3 -3.26 1.39 0.77
H2 -1.64 2.97 4.12
H3 -2.50 1.79 5.23
H4 -2.75 3.67 5.49
H5 -5.20 1.20 2.66
H6 -4.19 0.46 4.06
H7 -1.74 -0.37 3.55
H8 0.86 0.35 -3.05
H9 -1.37 1.82 -3.72
H10 -3.22 2.27 -1.87
O1 4.77 -4.63 -4.99
S1 5.41 -3.47 -4.45
O2 6.35 -2.68 -5.19
O3 6.09 -3.88 -3.03
C12 5.55 -3.06 -1.99
C13 4.15 -2.69 -2.45
O4 4.27 -2.48 -3.86
H11 6.19 -2.18 -1.89
H12 5.54 -3.61 -1.04
H13 3.78 -1.79 -1.95
H14 3.45 -3.52 -2.29

The value obtained for the gap between HOMO and LUMO is 7.524 eV. The value obtained for the HOMO energy is -0.32836 hartree. As for the energy above the lowest of the compared OMol25 structures with the same formula, charge and spin: 186.1 kcal per mole.